{"formula": "C15H14BBrO3", "method": "ωB97M-V/def2-TZVPD", "symbols": ["Br", "C", "C", "C", "C", "C", "O", "C", "C", "C", "O", "B", "C", "C", "C", "C", "C", "C", "O", "C", "H", "H", "H", "H", "H", "H", "H", "H", "H", "H", "H", "H", "H", "H"], "coordinates": [[-4.40212, -3.64335, 2.05230], [-4.28044, -2.08294, 1.15879], [-5.12213, -1.02446, 1.45054], [-5.11902, 0.07081, 0.64514], [-4.13613, 0.22568, -0.29494], [-3.26551, -0.85933, -0.59633], [-2.38502, -0.72722, -1.64881], [-1.00071, -1.07963, -1.31291], [-0.10372, 0.11030, -1.67500], [-0.32769, 1.36376, -0.69442], [0.86618, 1.63011, -0.07371], [1.77022, 0.73645, -0.63260], [3.31961, 0.78543, -0.13246], [4.13954, 1.89508, -0.29191], [5.39927, 1.92542, 0.27657], [5.79572, 0.86695, 1.16352], [4.94031, -0.23808, 1.34961], [3.69329, -0.18955, 0.79516], [1.23321, -0.20279, -1.57768], [-3.39228, -2.02868, 0.13104], [-5.79609, -1.27858, 2.26895], [-5.89866, 0.83389, 0.81061], [-3.96151, 1.14212, -0.79920], [-0.69173, -1.97780, -1.74753], [-0.94475, -1.29012, -0.28155], [-0.33680, 0.43999, -2.67063], [-1.15127, 1.17958, 0.03683], [-0.65261, 2.24810, -1.20065], [3.80451, 2.59101, -1.04464], [6.06459, 2.67107, 0.01776], [6.69352, 0.93450, 1.74924], [5.18979, -1.12279, 1.89321], [2.93631, -0.96846, 0.97836], [-2.87789, -2.93644, -0.10268]], "atomic_forces_ev_per_a": [[-0.266, -1.967, 1.399], [-0.210, 1.636, -0.507], [-0.531, -2.123, 0.963], [-0.906, 1.459, 0.619], [1.399, -1.373, -0.823], [-0.798, 1.101, 0.016], [0.864, -0.199, 0.730], [-0.902, 1.852, -0.206], [-2.268, 1.015, 0.816], [-2.782, -1.152, -0.478], [2.089, -1.247, -0.319], [1.536, -0.379, 0.015], [-1.987, 0.085, 0.873], [0.075, -0.873, -1.174], [-0.774, -2.625, 1.687], [-1.216, 0.358, -0.919], [0.607, 1.345, 0.061], [-1.423, -0.773, -1.359], [2.034, 1.425, 2.000], [0.605, 0.096, -0.875], [-0.254, 0.879, -0.279], [0.722, -0.210, -0.122], [-0.192, 0.639, -0.613], [0.331, -1.289, -1.452], [0.070, 0.107, 1.543], [-0.170, -0.040, -0.678], [0.667, -0.229, -0.226], [-0.158, 0.516, -0.787], [0.306, 0.615, 0.110], [1.270, 1.606, -0.142], [0.515, -0.040, -0.262], [0.455, -0.096, 0.668], [0.705, 0.039, 0.053], [0.591, -0.158, -0.333]], "mulliken_charge": [-0.170, 0.158, -0.333, -0.634, -0.380, 0.121, -0.435, -1.006, 0.250, -0.470, -0.473, 0.709, 0.502, -0.514, -0.624, -0.344, -0.624, -0.256, -0.603, -0.163, 0.342, 0.338, 0.473, 0.502, 0.543, 0.316, 0.170, 0.315, 0.316, 0.447, 0.370, 0.384, 0.231, 0.541], "charge": 0, "e_lumo_ev": 0.55, "spin_multiplicity": 1, "de_lowest_ev": 0.9479}